(1)
{"formula": "C16H48FO8S8Tl", "method": "ωB97M-V/def2-TZVPD", "relative_energy_kj_mol": 0.00, "total_charge": 2, "gap_ev": 4.086, "species": ["Tl", "F", "C", "S", "O", "C", "H", "H", "H", "H", "H", "H", "C", "S", "O", "C", "H", "H", "H", "H", "H", "H", "C", "S", "O", "C", "H", "H", "H", "H", "H", "H", "C", "S", "O", "C", "H", "H", "H", "H", "H", "H", "C", "S", "O", "C", "H", "H", "H", "H", "H", "H", "C", "S", "O", "C", "H", "H", "H", "H", "H", "H", "C", "S", "O", "C", "H", "H", "H", "H", "H", "H", "C", "S", "O", "C", "H", "H", "H", "H", "H", "H"], "xyz": [[-28.88466, -31.17598, -17.70247], [-30.52758, -32.43123, -19.48970], [-33.68424, -29.13329, -16.87635], [-32.22210, -29.44837, -15.85213], [-31.24575, -30.18502, -16.72329], [-31.62510, -27.74777, -15.77493], [-34.14549, -30.01434, -17.30751], [-33.50961, -28.43330, -17.70131], [-34.26622, -28.47177, -16.22782], [-31.41459, -27.39528, -16.78389], [-30.62601, -27.78853, -15.34006], [-32.29193, -27.13039, -15.17792], [-26.41369, -29.01011, -14.39431], [-28.19892, -28.91507, -14.05790], [-28.78395, -29.45518, -15.32794], [-28.27929, -30.28226, -12.87887], [-26.18208, -30.04713, -14.64445], [-25.72214, -28.68774, -13.61871], [-26.27558, -28.48414, -15.33853], [-29.29521, -30.23150, -12.49122], [-27.52484, -30.29394, -12.09269], [-28.12425, -31.22320, -13.40462], [-25.85792, -34.47474, -16.28192], [-25.95701, -32.98850, -15.25798], [-26.80806, -31.95822, -15.95228], [-26.84254, -33.79938, -13.91680], [-25.20110, -35.15873, -15.74422], [-25.49070, -34.27356, -17.28261], [-26.87625, -34.85389, -16.31870], [-26.16577, -34.48125, -13.40557], [-27.76243, -34.29975, -14.21840], [-27.11332, -32.97665, -13.25662], [-27.61783, -27.04866, -19.64081], [-28.30519, -26.90463, -17.94137], [-28.92491, -28.21324, -17.59117], [-29.69047, -25.86083, -18.45452], [-28.26774, -27.63442, -20.28856], [-26.63296, -27.51550, -19.65152], [-27.42705, -26.04407, -20.02100], [-30.53436, -26.48093, -18.75808], [-29.45183, -25.12106, -19.21661], [-30.06157, -25.28020, -17.60675], [-26.86707, -35.70698, -19.66497], [-28.13146, -34.43318, -19.38200], [-27.47648, -33.29966, -18.61095], [-29.07581, -35.45419, -18.22026], [-27.42258, -36.49234, -20.17893], [-26.37821, -36.12630, -18.78658], [-26.06915, -35.36490, -20.32368], [-30.13795, -35.22180, -18.32153], [-28.83154, -35.34119, -17.16574], [-29.03547, -36.51807, -18.45391], [-32.65562, -30.06796, -20.49203], [-31.42684, -28.84413, -20.03194], [-30.20223, -29.61488, -19.65803], [-31.12707, -28.23578, -21.69548], [-33.23577, -30.45744, -19.66161], [-32.17826, -30.85285, -21.08235], [-33.39687, -29.74028, -21.22955], [-30.30059, -27.53219, -21.79546], [-31.99193, -27.64477, -22.00186], [-30.93137, -29.09080, -22.34010], [-24.03528, -29.03962, -17.57418], [-25.38744, -29.70760, -18.59402], [-26.52882, -29.84300, -17.59921], [-24.76257, -31.39166, -18.64356], [-23.10892, -29.18489, -18.12661], [-24.06370, -29.51442, -16.59598], [-24.21934, -27.97313, -17.44725], [-24.75983, -31.84974, -17.65908], [-23.77317, -31.42023, -19.10399], [-25.42765, -31.95676, -19.29736], [-28.93303, -31.62707, -22.28568], [-27.60891, -30.55485, -21.69924], [-27.62473, -30.70397, -20.20880], [-26.21181, -31.50965, -22.29489], [-28.94242, -31.87416, -23.34775], [-29.89368, -31.14387, -22.10782], [-28.98677, -32.53988, -21.68942], [-26.18076, -31.47452, -23.38423], [-26.29371, -32.55417, -21.99014], [-25.28548, -31.10043, -21.89558]]}



(2)
{"formula": "C16H48InO8S8", "method": "ωB97M-V/def2-TZVPD", "total_charge": 3, "gap_ev": 1.628, "species": ["In", "C", "S", "O", "C", "H", "H", "H", "H", "H", "H", "C", "S", "O", "C", "H", "H", "H", "H", "H", "H", "C", "S", "O", "C", "H", "H", "H", "H", "H", "H", "C", "S", "O", "C", "H", "H", "H", "H", "H", "H", "C", "S", "O", "C", "H", "H", "H", "H", "H", "H", "C", "S", "O", "C", "H", "H", "H", "H", "H", "H", "C", "S", "O", "C", "H", "H", "H", "H", "H", "H", "C", "S", "O", "C", "H", "H", "H", "H", "H", "H"], "xyz": [[-0.10635, 0.85973, 0.30164], [-0.05654, -4.69165, -3.63778], [-0.31911, -2.87402, -4.07869], [0.49374, -2.16615, -2.95913], [0.60368, -2.90137, -5.66464], [-0.43202, -4.88530, -2.63298], [1.01432, -4.87526, -3.72512], [-0.63484, -5.27350, -4.35550], [1.53373, -3.44356, -5.49388], [0.76460, -1.86722, -5.96915], [0.04722, -3.46197, -6.41576], [-5.14897, -3.26852, -1.01405], [-3.82999, -3.64874, 0.18171], [-3.06670, -2.40142, 0.55607], [-4.92305, -3.95460, 1.64471], [-4.70771, -2.89102, -1.93648], [-5.76364, -2.43862, -0.66540], [-5.84637, -4.09309, -1.16179], [-5.34042, -4.96144, 1.63062], [-5.75532, -3.26840, 1.48802], [-4.47879, -3.74799, 2.61839], [-5.96102, 1.21756, -4.14940], [-4.17061, 1.50001, -4.28079], [-3.39950, 0.92651, -3.05298], [-3.86293, 0.42839, -5.74888], [-6.35868, 1.87188, -3.37361], [-6.18947, 0.21784, -3.77996], [-6.38517, 1.47358, -5.12030], [-2.78732, 0.42256, -5.92535], [-4.26479, 0.99560, -6.58845], [-4.27246, -0.58174, -5.75154], [5.96586, 0.44893, -3.24183], [5.63078, 0.23003, -1.41137], [4.16006, -0.16552, -1.33753], [6.61811, -1.37331, -1.21771], [7.01916, 0.71121, -3.34110], [5.48993, 1.36857, -3.58220], [5.75247, -0.31119, -3.99335], [7.69217, -1.20197, -1.28939], [6.26919, -2.03942, -2.00680], [6.23605, -1.74754, -0.26793], [-0.28868, 4.62836, -5.11346], [1.25203, 3.66211, -4.66085], [0.88114, 2.44515, -3.81340], [1.86972, 3.22472, -6.34713], [-0.79920, 4.05188, -5.88492], [0.06705, 5.57969, -5.50908], [-1.04523, 4.82375, -4.35350], [1.61299, 4.06491, -6.99232], [1.32420, 2.33689, -6.66694], [2.93488, 3.00222, -6.41055], [-1.56689, 5.89792, 4.16753], [-1.34585, 4.27598, 5.04508], [-0.50652, 3.49281, 3.99209], [-0.07939, 4.78764, 6.22898], [-0.62533, 6.20693, 3.71357], [-1.87260, 6.64003, 4.90503], [-2.21709, 5.78745, 3.29969], [0.83697, 5.11731, 5.73939], [0.20087, 3.89332, 6.78553], [-0.38029, 5.56043, 6.93634], [-1.32385, -0.60675, 7.26017], [-1.69868, -1.47204, 5.66898], [-0.84451, -0.92609, 4.53586], [-0.84346, -3.07573, 6.10759], [-1.61684, 0.43971, 7.17537], [-0.28054, -0.59071, 7.57537], [-1.91810, -1.11182, 8.02167], [-1.09859, -3.53130, 7.06439], [0.24327, -2.99146, 6.10442], [-1.01309, -3.79235, 5.30399], [4.41771, -1.97904, 5.29548], [4.47796, -0.63549, 4.06477], [3.16063, -0.55124, 3.29192], [4.40678, 0.76869, 5.27156], [3.87772, -2.80534, 4.83316], [3.89284, -1.64013, 6.18864], [5.45241, -2.28358, 5.45277], [3.40795, 0.83276, 5.70322], [4.61099, 1.71661, 4.77372], [5.20747, 0.61811, 5.99566]]}



(3)
{"formula": "C16H48MnNO11", "method": "ωB97M-V/def2-TZVPD", "s2": 8.7714, "spin_multiplicity": 6, "relative_energy_kj_mol": 873.50, "total_charge": 1, "gap_ev": [4.190, 4.202], "species": ["Mn", "N", "O", "O", "O", "C", "C", "O", "H", "H", "H", "H", "H", "H", "C", "C", "O", "H", "H", "H", "H", "H", "H", "C", "C", "O", "H", "H", "H", "H", "H", "H", "C", "C", "O", "H", "H", "H", "H", "H", "H", "C", "C", "O", "H", "H", "H", "H", "H", "H", "C", "C", "O", "H", "H", "H", "H", "H", "H", "C", "C", "O", "H", "H", "H", "H", "H", "H", "C", "C", "O", "H", "H", "H", "H", "H", "H"], "xyz": [[2.71459, -1.96405, 2.50608], [0.38388, 0.27421, 0.77813], [1.53755, 0.51133, 1.06793], [0.05753, -0.84617, 1.13402], [-0.36832, 1.04131, 0.21621], [0.24405, 2.02976, -5.21518], [1.18115, 2.24317, -6.42495], [1.85055, 3.49476, -6.23024], [-0.62868, 2.68143, -5.25729], [0.75652, 2.20978, -4.27016], [-0.01579, 0.97174, -5.18070], [0.58732, 2.30637, -7.33680], [1.90448, 1.44375, -6.58563], [1.25552, 4.22270, -6.42426], [-1.90433, 6.31456, -1.06043], [-3.24514, 6.32298, -0.27073], [-3.91807, 7.49995, -0.51439], [-1.28105, 5.51559, -0.65885], [-1.38135, 7.27083, -1.07213], [-2.11254, 6.11619, -2.11180], [-3.05573, 6.20403, 0.79608], [-3.84624, 5.49091, -0.63742], [-4.51528, 7.55417, 0.23527], [-4.66224, 2.17781, 2.68452], [-4.67315, 0.74144, 3.08906], [-5.16150, 0.54198, 4.35548], [-4.07013, 2.67293, 3.45417], [-5.67416, 2.57829, 2.62346], [-4.21343, 2.35906, 1.70788], [-3.63854, 0.40025, 3.05344], [-5.26284, 0.15586, 2.38375], [-5.22761, -0.41243, 4.43499], [1.35948, 1.57747, 6.42368], [0.64125, 0.51417, 5.71172], [1.46635, -0.60255, 5.33805], [1.73038, 1.39959, 7.43308], [0.61920, 2.35747, 6.60165], [2.14761, 2.03344, 5.82448], [0.21839, 0.99278, 4.82842], [-0.25237, 0.17362, 6.23475], [1.67367, -1.09893, 6.13317], [5.62064, 0.80741, -2.07091], [5.00587, 0.34374, -3.36556], [4.19870, -0.82754, -3.22109], [5.90261, 1.86030, -2.07392], [6.44996, 0.16195, -1.78161], [4.87545, 0.76193, -1.27673], [5.74871, -0.00189, -4.08447], [4.45360, 1.15678, -3.83678], [4.44164, -1.22473, -4.06063], [5.34408, -4.93662, -0.82993], [3.83783, -4.88976, -0.71146], [3.46637, -3.55787, -0.39066], [5.78431, -4.24950, -1.55255], [5.64185, -5.96758, -1.02112], [5.86852, -4.79745, 0.11542], [3.42625, -5.63696, -0.03293], [3.35742, -5.11133, -1.66446], [3.68283, -3.05870, -1.18160], [-0.27631, -6.59812, 3.03153], [0.16705, -5.31596, 3.72293], [1.49860, -4.95583, 3.41409], [-1.29644, -6.77314, 3.37329], [0.38068, -7.44898, 3.21187], [-0.35259, -6.55201, 1.94518], [0.03164, -5.40071, 4.80116], [-0.54475, -4.52103, 3.50040], [2.10007, -5.64772, 3.69890], [-5.33420, -1.02198, -3.68896], [-4.56305, -0.09486, -2.70943], [-3.44377, -0.87211, -2.33695], [-5.37681, -2.06421, -3.37261], [-4.75401, -0.99753, -4.61138], [-6.33697, -0.67043, -3.93177], [-5.23312, 0.10422, -1.87309], [-4.14965, 0.83777, -3.09334], [-2.84426, -0.31126, -1.83933]]}



E_tot list, top to bottom, in eV: -127819.8728 -125568.0806 -72685.1107